The following is a DFT calculation (ωB97M-V with the def2-TZVPD basis set) of 12 unconnected molecules or ions with the total composition H24O12 in a non-equilibrium geometry.

The largest force on an atom comes out at 0.0557 hartree/bohr. As for the lowest unoccupied orbital energy: -0.70 eV. The total energy is -24959.206 eV. The spin multiplicity is 1. As for the SMILES: O.O.O.O.O.O.O.O.O.O.O.O. The calculation puts the relative energy (zero: lowest compared OMol25 entry of this formula, charge and spin) at 2.489 eV.

Geometry (Å):
O: -1.6947 1.1222 -1.5742
H: -1.1888 1.2832 -2.3392
H: -2.4101 0.6148 -1.9400
O: -1.6225 3.4770 -0.3036
H: -1.7873 4.2688 -0.8061
H: -1.7659 2.7451 -0.8998
O: 1.8401 -1.4891 -1.5920
H: 1.3714 -2.0379 -2.1997
H: 2.7176 -1.6009 -1.8583
O: -0.3411 -1.9179 2.4013
H: -0.2102 -1.3552 1.6343
H: 0.0018 -1.4778 3.1810
O: 2.7863 0.4970 0.1873
H: 2.6691 0.4341 -0.7785
H: 1.9645 0.6951 0.5619
O: 1.6554 -4.0818 0.4377
H: 0.6791 -4.1393 0.5458
H: 1.8131 -3.1918 0.6594
O: -0.0461 -0.2699 0.4073
H: -0.5739 0.2360 -0.2610
H: 0.6369 -0.6838 -0.1262
O: 0.9378 2.4950 -0.9882
H: 0.6480 2.3066 -0.0966
H: 0.5505 3.3314 -1.1311
O: 3.4156 -2.0438 1.2020
H: 4.3504 -2.1852 1.1167
H: 3.1492 -1.2380 0.7235
O: -1.6216 1.6776 2.6016
H: -0.7209 1.6344 2.2082
H: -1.9154 0.8799 3.0306
O: -3.8301 1.5708 0.7034
H: -2.9899 1.8972 0.3513
H: -4.4198 1.7762 -0.0347
O: -1.3207 -2.0802 -1.5509
H: -0.9289 -1.7826 -2.3344
H: -1.7991 -1.3673 -1.1387